No. 1
Molecular formula: C20H46AlO4P4
Method: DFT, ωB97M-V with the def2-TZVPD basis set

LUMO energy = -11.6929 eV
Net charge = +3
Gap between HOMO and LUMO = 0.0812 Eh
ΔE to the lowest compared entry with this formula, charge and spin = 113.5 kJ/mol

Structure (XYZ):
```
75
Properties=species:S:1:pos:R:3:mulliken_charge:R:1
Al 0.63 -0.05 0.70 -1.23
P -1.06 1.46 -0.04 0.80
P 0.09 0.52 3.07 0.95
P 1.27 -0.61 -1.54 1.07
H -0.09 -2.14 2.08 0.50
C 0.62 -2.02 1.25 -0.58
C 1.96 -1.61 1.49 -0.25
H 2.32 -1.40 2.50 0.29
C -2.62 0.52 -0.21 -1.32
C -1.57 2.92 0.95 -1.13
C -0.92 2.27 -1.68 -1.22
C 0.95 -0.49 4.32 -1.49
C 0.20 2.17 3.86 -1.08
C -1.65 0.02 3.29 -1.31
C 2.47 -1.98 -1.65 -1.48
C 1.94 0.55 -2.77 -1.17
C -0.22 -1.33 -2.31 -1.55
H 0.35 -2.57 0.34 0.46
H 2.76 -1.85 0.78 0.31
H -3.39 1.22 -0.57 0.52
H -2.91 0.11 0.77 0.31
H -2.49 -0.30 -0.93 0.30
H -2.42 3.39 0.42 0.60
H -0.73 3.63 1.03 0.21
H -1.90 2.63 1.96 0.42
H -1.86 2.84 -1.84 0.61
H -0.80 1.54 -2.50 0.41
H -0.07 2.97 -1.69 0.23
H 0.48 -0.29 5.30 0.52
H 2.02 -0.21 4.34 0.38
H 0.86 -1.56 4.08 0.42
H -0.51 2.16 4.71 0.56
H -0.08 2.98 3.16 0.23
H 1.23 2.34 4.21 0.34
H -1.83 0.00 4.38 0.58
H -1.80 -0.99 2.87 0.30
H -2.35 0.72 2.80 0.36
H 2.53 -2.28 -2.71 0.54
H 2.15 -2.84 -1.05 0.38
H 3.46 -1.63 -1.30 0.36
H 1.96 0.01 -3.74 0.51
H 2.96 0.85 -2.46 0.31
H 1.31 1.45 -2.87 0.30
H 0.11 -1.81 -3.25 0.62
H -0.99 -0.57 -2.52 0.50
H -0.66 -2.10 -1.64 0.42
C -4.59 -2.89 -3.60 0.63
C -5.71 -3.71 -3.46 -0.56
C -5.53 -5.06 -3.14 -0.54
C -4.23 -5.57 -2.97 -0.56
C -3.11 -4.74 -3.12 -0.37
C -3.28 -3.39 -3.44 -0.30
O -4.67 -1.56 -3.87 -0.51
H -5.61 -1.32 -3.97 0.31
H -6.72 -3.29 -3.60 0.29
H -6.39 -5.71 -3.03 0.39
H -4.09 -6.62 -2.73 0.37
H -2.10 -5.12 -2.99 0.37
H -2.45 -2.71 -3.57 0.49
C 2.25 4.62 0.44 -0.81
O 1.72 3.44 1.10 -0.11
P 2.13 1.75 1.01 1.26
O 3.01 1.70 2.36 -0.28
C 3.96 2.70 2.84 -0.77
O 3.39 0.97 0.02 -0.18
C 4.85 1.04 0.12 -0.96
H 1.71 5.55 0.74 0.29
H 2.18 4.53 -0.64 0.33
H 3.29 4.74 0.72 0.34
H 4.68 3.01 2.08 0.38
H 3.40 3.56 3.24 0.33
H 4.46 2.20 3.69 0.28
H 5.13 2.03 -0.20 0.38
H 5.29 0.86 1.11 0.36
H 5.35 0.32 -0.56 0.34
```

***

No. 2
Molecular formula: C20H46GaINO7S2
Method: DFT, ωB97M-V with the def2-TZVPD basis set

LUMO energy = 1.8178 eV
Net charge = -1
Gap between HOMO and LUMO = 0.2229 Eh

Structure (XYZ):
```
78
Properties=species:S:1:pos:R:3:mulliken_charge:R:1
C -0.40 6.30 2.02 -0.95
C 0.54 6.08 0.81 -0.60
C -0.01 6.58 -0.52 -0.54
I -0.20 8.73 -0.44 -0.13
Ga -1.67 5.49 -1.04 0.02
C -3.51 6.33 -0.81 -0.39
N -3.72 7.76 -1.18 -0.75
S -1.37 4.72 -3.23 -0.33
C -2.10 3.08 -3.02 -0.25
C -1.25 1.96 -3.56 0.42
O -0.41 2.02 -4.43 -0.59
O -1.56 0.77 -2.95 -0.24
C -0.51 -0.17 -2.92 -0.85
C -0.84 -1.23 -1.85 0.79
C -1.50 -0.69 -0.59 -1.25
O 0.37 -1.90 -1.41 -0.37
C 1.02 -2.63 -2.36 0.62
O 1.83 -2.17 -3.11 -0.54
C 0.63 -4.10 -2.31 -0.46
S 1.90 -5.19 -2.99 -0.19
H -0.75 5.33 2.39 0.27
H 0.12 6.80 2.84 0.31
H -1.28 6.87 1.73 0.24
H 1.53 6.52 1.02 0.40
H 0.70 5.00 0.69 0.28
H 0.75 6.42 -1.29 0.56
H -1.62 4.14 -0.14 -0.31
H -3.83 6.19 0.23 0.28
H -4.20 5.73 -1.42 0.26
H -3.56 8.33 -0.36 0.27
H -3.04 8.05 -1.87 0.27
H -3.09 3.01 -3.49 0.28
H -2.25 2.88 -1.95 0.02
H 0.46 0.29 -2.69 0.43
H -0.41 -0.65 -3.90 0.28
H -1.51 -1.98 -2.30 0.15
H -0.72 -0.35 0.09 0.31
H -2.16 0.15 -0.82 0.35
H -2.07 -1.47 -0.08 0.20
H -0.28 -4.27 -2.88 0.28
H 0.47 -4.36 -1.26 0.28
H 2.86 -4.97 -2.09 0.13
C -1.13 -3.91 2.49 -1.23
C -2.23 -3.14 3.21 0.96
C -3.02 -4.03 4.15 -1.37
O -3.09 -2.50 2.26 -0.56
H -1.56 -4.71 1.89 0.37
H -0.57 -3.26 1.83 0.23
H -0.44 -4.36 3.21 0.44
H -1.78 -2.32 3.77 -0.23
H -3.52 -4.83 3.60 0.41
H -3.79 -3.45 4.66 0.33
H -2.36 -4.47 4.90 0.29
H -3.50 -3.19 1.73 0.35
C 5.00 -1.29 -5.08 -1.02
C 5.30 -2.73 -5.45 0.39
C 4.36 -3.24 -6.53 -1.13
O 5.23 -3.57 -4.30 -0.55
H 3.98 -1.20 -4.69 0.16
H 5.68 -0.94 -4.31 0.30
H 5.08 -0.63 -5.95 0.37
H 6.33 -2.81 -5.80 0.29
H 3.32 -3.21 -6.17 0.23
H 4.59 -4.28 -6.78 0.31
H 4.42 -2.64 -7.44 0.37
H 4.33 -3.52 -3.97 0.29
C 1.25 -2.58 7.81 -1.32
C 0.71 -2.36 6.41 0.41
C 0.00 -1.02 6.29 -1.24
O -0.17 -3.43 6.04 -0.48
H 0.44 -2.59 8.54 0.35
H 1.76 -3.54 7.88 0.32
H 1.95 -1.80 8.09 0.38
H 1.52 -2.40 5.69 0.25
H -0.86 -0.98 6.97 0.32
H -0.38 -0.88 5.28 0.27
H 0.66 -0.19 6.53 0.41
H -0.91 -3.43 6.65 0.33
```

***

No. 3
Molecular formula: C20H46LuO3P4S
Method: DFT, ωB97M-V with the def2-TZVPD basis set

LUMO energy = -11.1173 eV
Net charge = +3
Gap between HOMO and LUMO = 0.2184 Eh

Structure (XYZ):
```
75
Properties=species:S:1:pos:R:3:mulliken_charge:R:1
Lu -0.41 -0.03 0.17 1.45
P 2.07 0.97 1.11 0.92
P -2.34 2.02 0.32 0.84
P 0.58 1.64 -1.95 0.91
H 1.49 -5.10 0.49 0.30
C 1.80 -4.92 -0.54 -0.44
C 2.60 -3.89 -0.88 -0.56
H 2.99 -3.18 -0.15 0.32
C 2.55 0.08 2.63 -1.06
C 1.74 2.63 1.81 -0.92
C 3.69 1.13 0.28 -1.39
C -3.78 1.80 -0.80 -1.34
C -3.27 2.37 1.87 -1.31
C -1.92 3.76 -0.11 -1.28
C 1.89 0.69 -2.81 -1.15
C 1.34 3.30 -1.77 -1.38
C -0.62 1.92 -3.30 -1.07
H 1.47 -5.66 -1.28 0.29
H 2.93 -3.78 -1.91 0.33
H 2.86 -0.95 2.38 0.38
H 1.71 0.05 3.33 -0.02
H 3.40 0.60 3.11 0.57
H 0.93 2.55 2.55 0.02
H 1.42 3.33 1.02 0.19
H 2.64 3.02 2.30 0.49
H 3.93 0.17 -0.20 0.38
H 4.47 1.34 1.03 0.47
H 3.69 1.91 -0.48 0.41
H -4.50 2.61 -0.64 0.45
H -4.27 0.84 -0.56 0.44
H -3.46 1.78 -1.85 0.33
H -3.94 3.23 1.69 0.55
H -2.58 2.61 2.69 0.30
H -3.86 1.49 2.16 0.38
H -2.76 4.41 0.20 0.56
H -1.74 3.88 -1.18 0.33
H -1.02 4.07 0.43 0.32
H 1.94 1.04 -3.85 0.52
H 1.65 -0.38 -2.81 0.25
H 2.86 0.83 -2.33 0.31
H 1.60 3.68 -2.77 0.48
H 2.24 3.27 -1.16 0.32
H 0.63 3.99 -1.31 0.31
H -0.19 1.57 -4.25 0.48
H -0.85 2.99 -3.40 0.45
H -1.55 1.38 -3.11 -0.03
C -0.70 -2.44 -2.98 1.12
C -1.73 -1.99 -3.84 -0.58
C -1.86 -2.55 -5.11 -0.80
C -0.98 -3.54 -5.55 -0.50
C 0.05 -3.97 -4.70 -0.73
C 0.20 -3.42 -3.43 0.00
S -0.51 -1.82 -1.38 -0.10
H -1.74 -0.65 -1.01 0.12
H -2.40 -1.21 -3.48 0.36
H -2.67 -2.21 -5.77 0.42
H -1.11 -4.00 -6.53 0.43
H 0.75 -4.74 -5.02 0.42
H 1.00 -3.74 -2.76 -0.16
C -0.59 1.36 5.11 -1.04
O -0.53 0.72 3.81 0.13
P -1.71 -0.30 3.23 0.37
O -1.80 -1.45 4.35 -0.22
C -0.79 -1.78 5.34 -0.66
O -0.53 -1.25 1.89 -0.79
C 0.14 -2.52 2.10 -0.50
H -0.38 2.42 4.96 0.35
H 0.19 0.94 5.76 0.34
H -1.58 1.26 5.59 0.40
H 0.23 -1.77 4.94 0.28
H -0.88 -1.11 6.20 0.32
H -1.03 -2.80 5.64 0.29
H 1.19 -2.35 2.36 0.22
H -0.37 -3.05 2.91 0.30
H 0.09 -3.10 1.18 0.09
```

***

No. 4
Molecular formula: C20H46N3O4PS
Method: DFT, ωB97M-V with the def2-TZVPD basis set

LUMO energy = 0.2670 eV
Structure (SMILES) = CCCCCCCCCC[C@H]1CCCOS1(=O)=O.CN(C)P(=O)(N(C)C)N(C)C
Net charge = 0
Gap between HOMO and LUMO = 0.2988 Eh

Structure (XYZ):
```
75
Properties=species:S:1:pos:R:3:mulliken_charge:R:1
C 3.49 3.36 0.10 -1.21
C 2.14 2.81 0.67 0.06
C 1.72 1.54 -0.07 -1.00
C 0.53 0.78 0.54 -0.60
C 0.34 0.97 2.05 -0.11
C -0.60 -0.07 2.66 -0.49
C -0.99 0.22 4.13 -1.34
C 0.18 0.66 5.03 -0.71
C 0.97 -0.54 5.63 -0.67
C 2.48 -0.47 5.30 -1.26
C 2.81 -1.21 4.00 0.85
C 4.27 -1.04 3.57 -0.99
C 4.60 -1.81 2.28 -0.48
C 3.96 -3.21 2.26 -0.58
O 3.76 -3.73 3.59 -0.43
S 2.49 -2.99 4.23 1.26
O 1.28 -3.33 3.54 -0.60
O 2.43 -3.34 5.62 -0.69
H 3.40 4.42 -0.13 0.31
H 4.26 3.28 0.87 0.31
H 3.83 2.77 -0.75 0.33
H 1.41 3.61 0.51 0.27
H 2.32 2.65 1.73 0.09
H 2.56 0.83 -0.15 0.33
H 1.51 1.83 -1.10 0.39
H -0.42 1.08 0.06 0.27
H 0.63 -0.29 0.35 0.17
H 1.32 0.83 2.52 0.01
H -0.01 1.96 2.32 0.56
H -1.53 -0.02 2.08 0.49
H -0.22 -1.09 2.51 0.31
H -1.46 -0.66 4.57 0.36
H -1.72 1.04 4.11 0.45
H 0.85 1.38 4.57 0.48
H -0.27 1.17 5.88 0.36
H 0.52 -1.44 5.21 0.45
H 0.86 -0.57 6.71 0.41
H 3.00 -1.00 6.10 0.53
H 2.83 0.56 5.27 0.48
H 2.15 -0.91 3.18 -0.43
H 4.87 -1.51 4.36 0.34
H 4.54 0.01 3.46 0.39
H 4.25 -1.30 1.38 0.16
H 5.68 -1.94 2.16 0.46
H 4.65 -3.87 1.72 0.39
H 3.02 -3.25 1.71 0.34
C -4.56 1.75 -4.34 -1.10
N -3.14 1.54 -4.13 0.19
C -2.37 2.74 -4.36 -1.04
P -2.23 0.09 -3.94 0.59
O -1.46 0.46 -2.69 -0.68
N -3.10 -1.26 -3.27 0.13
C -4.49 -1.21 -2.84 -1.16
C -2.32 -2.05 -2.31 -1.17
N -2.45 -0.53 -5.53 0.18
C -1.36 -0.20 -6.46 -1.07
C -3.67 -0.78 -6.23 -0.86
H -4.77 2.06 -5.37 0.35
H -4.92 2.54 -3.68 0.34
H -5.16 0.87 -4.13 0.33
H -2.12 2.86 -5.43 0.26
H -1.43 2.73 -3.80 0.25
H -2.92 3.63 -4.04 0.36
H -4.82 -0.21 -2.54 0.39
H -4.67 -1.86 -1.98 0.46
H -5.16 -1.60 -3.62 0.25
H -2.33 -1.61 -1.31 0.38
H -1.28 -2.13 -2.63 0.30
H -2.71 -3.06 -2.26 0.45
H -1.51 0.79 -6.93 0.31
H -1.28 -0.95 -7.25 0.34
H -0.40 -0.18 -5.94 0.34
H -3.94 0.06 -6.89 0.33
H -4.52 -0.97 -5.57 0.19
H -3.56 -1.67 -6.85 0.32
```

***

No. 5
Molecular formula: C20H46O2P4Ru
Method: DFT, ωB97M-V with the def2-TZVPD basis set

LUMO energy (spin up / spin down) = -11.9164 / -15.2745 eV
Net charge = +4
Gap between HOMO and LUMO (spin up / spin down) = 0.3202 / 0.1963 Eh
⟨S²⟩ = 6.0438
Multiplicity = 5
ΔE to the lowest compared entry with this formula, charge and spin = 0.0 kJ/mol

Structure (XYZ):
```
73
Properties=species:S:1:pos:R:3:mulliken_spin:R:1
Ru -0.34 -0.44 0.85 2.36
P -0.98 1.35 -0.44 0.09
P -2.53 -1.13 1.08 -0.01
P 1.86 -0.05 0.34 0.00
H -1.02 -2.61 -0.69 0.02
C -0.10 -2.19 -0.28 -0.18
C 0.21 -2.51 1.10 0.37
H -0.51 -3.14 1.64 0.02
C -1.16 0.92 -2.21 0.04
C -2.55 2.22 -0.06 0.02
C 0.05 2.87 -0.48 0.01
C -2.89 -2.72 1.91 0.00
C -3.48 -0.04 2.20 0.06
C -3.48 -1.33 -0.48 0.01
C 3.13 -1.24 0.91 0.00
C 2.43 1.39 1.31 0.04
C 2.31 0.12 -1.43 0.02
H 0.73 -2.18 -0.99 0.02
H 1.25 -2.69 1.36 0.01
H -1.52 1.80 -2.76 0.01
H -1.87 0.10 -2.33 0.00
H -0.20 0.59 -2.64 -0.01
H -2.65 3.07 -0.74 0.00
H -2.51 2.60 0.97 -0.01
H -3.42 1.58 -0.17 0.00
H -0.49 3.65 -1.04 0.00
H 1.03 2.71 -0.94 0.00
H 0.20 3.24 0.55 0.00
H -3.98 -2.86 1.97 0.00
H -2.48 -2.69 2.93 0.00
H -2.45 -3.57 1.37 0.00
H -4.55 -0.31 2.14 0.01
H -3.36 1.02 1.94 -0.01
H -3.13 -0.20 3.23 -0.01
H -4.38 -1.92 -0.27 0.00
H -2.87 -1.87 -1.22 0.00
H -3.77 -0.37 -0.91 0.00
H 4.12 -0.83 0.67 0.00
H 3.01 -2.21 0.42 0.00
H 3.03 -1.36 1.99 0.00
H 3.49 1.57 1.09 0.01
H 2.31 1.12 2.37 0.00
H 1.84 2.29 1.10 0.00
H 3.40 0.04 -1.52 0.00
H 1.98 1.07 -1.87 0.00
H 1.85 -0.69 -2.01 0.00
C 1.86 0.19 -5.62 0.28
C 1.61 -0.16 -6.96 0.09
C 2.00 -1.43 -7.41 0.04
C 2.66 -2.31 -6.55 0.26
C 3.03 -1.89 -5.26 0.07
C 2.68 -0.61 -4.82 0.08
O 1.21 1.22 -4.98 0.15
H 0.63 1.67 -5.61 -0.01
H 1.10 0.52 -7.63 0.00
H 1.78 -1.73 -8.43 0.01
H 2.91 -3.32 -6.88 0.00
H 3.57 -2.56 -4.59 0.01
H 2.99 -0.26 -3.85 0.02
C -1.23 0.07 5.68 0.00
P -0.14 0.85 4.48 0.00
C -0.95 2.34 3.87 0.01
C 1.32 1.35 5.42 0.01
O 0.22 -0.09 3.35 0.06
H -0.72 -0.81 6.08 0.00
H -2.16 -0.24 5.20 0.00
H -1.45 0.76 6.50 0.00
H -1.06 3.08 4.68 0.00
H -0.34 2.76 3.07 0.00
H -1.94 2.08 3.48 0.00
H 1.81 0.45 5.80 0.00
H 2.02 1.88 4.76 0.00
H 1.04 2.01 6.25 0.00
```

***

No. 6
Molecular formula: C20H46O3P4SY
Method: DFT, ωB97M-V with the def2-TZVPD basis set

LUMO energy (spin up / spin down) = -12.7848 / -12.6897 eV
Net charge = +3
Gap between HOMO and LUMO (spin up / spin down) = 0.1539 / 0.1573 Eh
ΔE to the lowest compared entry with this formula, charge and spin = 285.2 kJ/mol

Structure (XYZ):
```
75
Properties=species:S:1:pos:R:3:mulliken_charge:R:1
Y 0.40 -0.79 -0.20 0.04
P -0.60 1.77 1.57 0.94
P -2.61 -0.48 -0.28 1.39
P 2.41 1.23 0.19 1.34
H 0.64 -2.09 -5.87 0.31
C 1.65 -2.11 -5.45 -0.17
C 1.90 -2.88 -4.38 -0.71
H 1.12 -3.56 -4.00 0.40
C -1.17 3.27 0.65 -1.27
C -2.08 1.54 2.65 -1.02
C 0.41 2.65 2.86 -1.23
C -3.18 -1.87 -1.34 -1.32
C -3.98 -0.58 0.96 -1.49
C -3.24 0.94 -1.30 -1.55
C 3.76 0.79 -0.96 -1.45
C 3.41 1.50 1.70 -1.19
C 2.18 2.98 -0.32 -1.51
H 2.43 -1.52 -5.92 0.30
H 2.93 -3.04 -4.04 0.46
H -1.44 4.05 1.38 0.42
H -2.04 3.03 0.03 0.22
H -0.36 3.64 0.00 0.30
H -2.13 2.37 3.37 0.55
H -1.96 0.60 3.20 0.04
H -3.00 1.54 2.05 0.43
H -0.28 3.23 3.49 0.58
H 1.14 3.33 2.40 0.40
H 0.92 1.90 3.49 0.25
H -4.25 -1.77 -1.57 0.48
H -3.05 -2.80 -0.77 0.45
H -2.58 -1.91 -2.25 0.05
H -4.75 0.18 0.78 0.44
H -3.59 -0.46 1.98 0.30
H -4.45 -1.58 0.90 0.48
H -4.08 0.61 -1.94 0.47
H -2.42 1.30 -1.93 0.29
H -3.60 1.75 -0.64 0.48
H 4.45 1.65 -1.02 0.55
H 3.38 0.55 -1.96 0.32
H 4.30 -0.09 -0.59 0.38
H 4.42 1.78 1.38 0.45
H 3.46 0.57 2.28 0.19
H 2.99 2.29 2.32 0.42
H 3.14 3.35 -0.70 0.55
H 1.87 3.62 0.51 0.45
H 1.43 3.04 -1.12 0.31
C 0.35 -0.62 -3.43 0.73
C 0.55 0.61 -4.07 -0.40
C -0.40 1.03 -5.00 -0.73
C -1.47 0.19 -5.35 -0.55
C -1.62 -1.06 -4.73 -0.64
C -0.72 -1.48 -3.75 -0.82
S 1.65 -1.27 -2.49 -0.07
H 0.06 0.64 -1.55 0.33
H 1.49 1.13 -3.84 0.47
H -0.30 2.02 -5.44 0.50
H -2.20 0.51 -6.10 0.52
H -2.45 -1.69 -5.03 0.53
H -0.66 -2.52 -3.40 0.67
C -0.55 -1.46 5.29 -0.74
O -0.52 -0.94 3.94 -0.29
P 0.74 -0.78 2.93 0.86
O 1.93 -1.71 3.61 -0.33
C 2.68 -1.22 4.75 -0.85
O 0.33 -2.07 1.69 -0.67
C 0.11 -3.45 2.03 -0.79
H -1.59 -1.33 5.61 0.29
H -0.29 -2.52 5.33 0.29
H 0.09 -0.90 5.97 0.35
H 2.35 -0.25 5.17 0.37
H 2.62 -1.97 5.55 0.35
H 3.73 -1.12 4.45 0.29
H 0.79 -4.03 1.39 0.32
H 0.33 -3.60 3.09 0.21
H -0.94 -3.67 1.81 0.29
```

***

Number 1: E_tot -2697.4968 Ha. Number 2: E_tot -4389.9774 Ha. Number 3: E_tot -4013.5436 Ha. Number 4: E_tot -1994.3216 Ha. Number 5: E_tot -2398.9248 Ha. Number 6: E_tot -2816.2413 Ha.